# C7H12N

A structure of composition C7H12N in a non-equilibrium geometry (ωB97M-V with the def2-TZVPD basis set, OMol25).

LUMO energy: -5.00 eV
frontier orbital gap: 9.33 eV
charge: +1

Last column: natural (NBO) charge in e.
Element x y z (Å)
C1 -0.074 0.262 -1.398  -0.2058
C2 -1.585 0.184 1.874  0.0647
C3 -1.510 0.209 -0.672  -0.2484
C4 0.377 0.287 0.124  0.1935
C5 1.326 1.261 0.737  -0.6500
C6 0.546 -1.145 -1.633  -0.3959
C7 0.925 -1.198 -0.108  -0.3880
N1 -1.058 0.236 0.687  -0.2376
H1 0.089 1.192 -1.869  0.2350
H2 -2.638 -0.183 2.038  0.2458
H3 -2.256 -0.647 -0.811  0.2471
H4 -1.915 1.148 -1.024  0.2647
H5 0.765 2.239 0.772  0.2314
H6 2.349 1.372 0.353  0.2711
H7 1.431 0.794 1.731  0.2250
H8 0.067 -1.931 -2.092  0.2357
H9 1.564 -1.092 -2.038  0.2331
H10 -0.880 -0.062 2.676  0.2305
H11 1.957 -1.114 -0.059  0.2274
H12 0.519 -1.812 0.711  0.2204

# C18H36F6KN2O10PS2

A structure of composition C18H36F6KN2O10PS2 in a non-equilibrium geometry (ωB97M-V with the def2-TZVPD basis set, OMol25).

LUMO energy: 3.49 eV
frontier orbital gap: 3.32 eV
charge: -2

Last column: Löwdin charge in e.
Element x y z (Å)
K1 23.152 4.814 13.079  0.7398
P1 24.808 4.993 15.632  -0.0539
O1 25.631 4.814 16.992  -0.5719
O2 25.703 5.588 14.463  -0.5420
O3 23.525 5.910 15.673  -0.5360
O4 24.471 3.532 15.028  -0.5885
C1 28.450 4.943 10.285  -0.1061
C2 27.884 3.579 10.708  -0.2065
C3 27.696 3.522 12.318  -0.0630
N1 27.093 2.240 12.957  -0.1685
C4 25.604 2.072 12.445  0.0516
C5 27.174 2.370 14.497  -0.1074
C6 28.481 1.791 14.925  -0.1983
C7 28.717 0.682 14.005  -0.2001
C8 27.953 0.946 12.717  -0.0850
H1 27.971 5.731 10.865  0.0851
H2 28.361 5.143 9.217  0.0704
H3 29.521 4.987 10.485  0.0583
H4 28.449 2.733 10.317  0.0796
H5 26.917 3.512 10.210  0.0769
H6 27.079 4.389 12.551  0.1140
H7 28.663 3.686 12.794  0.1263
H8 24.951 1.547 13.142  0.0802
H9 25.775 1.794 11.405  0.0938
H10 25.276 3.112 12.443  0.0458
H11 26.437 1.719 14.965  0.1256
H12 26.972 3.416 14.731  0.1048
H13 28.506 1.449 15.960  0.1266
H14 29.243 2.569 14.887  0.1161
H15 28.290 -0.244 14.390  0.1072
H16 29.773 0.431 13.907  0.1120
H17 27.476 0.035 12.354  0.1163
H18 28.505 1.188 11.809  0.0988
C9 23.083 -1.458 14.049  -0.0948
C10 21.932 -0.522 14.575  -0.1856
C11 22.421 0.597 15.566  -0.1220
N2 21.391 1.542 16.133  -0.2510
C12 20.273 0.794 16.914  0.0305
C13 21.937 2.553 17.150  -0.0756
C14 21.107 3.850 17.013  -0.1352
C15 20.459 3.722 15.685  -0.1622
C16 20.851 2.403 15.005  -0.0906
H19 23.847 -0.774 13.681  0.0543
H20 22.890 -2.129 13.213  0.0649
H21 23.529 -2.073 14.832  0.0642
H22 21.262 -1.189 15.117  0.0875
H23 21.438 -0.123 13.689  0.1073
H24 23.156 1.302 15.175  0.1008
H25 22.932 0.195 16.441  0.1312
H26 20.686 -0.092 17.396  0.0966
H27 19.615 0.526 16.088  0.0901
H28 19.730 1.494 17.549  0.1010
H29 21.904 1.998 18.087  0.1167
H30 22.976 2.641 16.833  0.1066
H31 20.469 3.929 17.893  0.1036
H32 21.675 4.776 16.918  0.1035
H33 19.391 3.597 15.866  0.1060
H34 20.614 4.564 15.011  0.1070
H35 20.011 1.921 14.506  0.1256
H36 21.665 2.545 14.294  0.1147
C17 23.728 4.515 8.159  -0.6593
F1 22.561 3.941 8.507  0.1131
F2 24.682 3.623 7.866  0.1106
F3 23.550 5.355 7.159  0.1288
S1 24.305 5.550 9.675  0.5238
O5 24.587 4.524 10.683  -0.4139
O6 25.513 6.290 9.227  -0.3541
O7 23.140 6.344 10.116  -0.3352
C18 18.750 3.544 10.769  -0.6599
F4 17.482 3.600 10.464  0.1394
F5 19.053 2.250 11.092  0.0727
F6 19.512 3.851 9.744  0.1413
S2 19.111 4.754 12.292  0.5551
O8 20.575 4.604 12.580  -0.4503
O9 18.673 6.086 11.883  -0.3319
O10 18.312 4.183 13.409  -0.3773

# C18H19N3O8SV

A structure of composition C18H19N3O8SV (ωB97M-V with the def2-TZVPD basis set, OMol25).

LUMO energy (alpha / beta): -3.27 / -3.26 eV
<S²>: 2.01
frontier orbital gap (alpha / beta): 8.83 / 9.17 eV
charge: +1
spin multiplicity: 3

Last column: natural (NBO) charge in e.
Element x y z (Å)
V1 0.419 0.022 -0.471  1.5339
O1 -1.314 0.580 3.526  -0.6322
C1 -1.272 -0.125 2.408  0.8259
O2 -0.324 -0.073 1.651  -0.6303
C2 -2.473 -1.048 2.292  -0.1798
O3 -2.713 -1.548 1.012  -0.5042
C3 -3.432 -0.647 0.174  -0.1720
C4 -2.518 0.469 -0.322  0.7726
O4 -2.770 1.642 -0.157  -0.6066
O5 -1.446 0.013 -0.918  -0.7817
H1 -0.490 1.086 3.603  0.5108
H2 -3.343 -0.545 2.722  0.2195
H3 -2.232 -1.899 2.936  0.2395
H4 -4.284 -0.217 0.706  0.1986
H5 -3.788 -1.233 -0.672  0.2224
O6 4.111 -0.599 1.141  -0.5101
C5 3.044 -0.706 0.598  0.6481
N1 2.445 0.093 -0.346  -0.7610
C6 3.095 0.877 -1.256  0.6464
O7 4.197 1.367 -1.208  -0.5338
C7 2.227 1.034 -2.493  0.1189
C8 2.710 1.640 -3.633  -0.2016
C9 1.898 1.671 -4.759  -0.1230
C10 0.634 1.109 -4.699  -0.2287
C11 0.209 0.541 -3.510  0.0731
N2 0.996 0.493 -2.434  -0.4855
C12 2.150 -1.910 0.833  0.1320
C13 2.542 -2.953 1.646  -0.1964
C14 1.708 -4.056 1.755  -0.1247
C15 0.509 -4.072 1.058  -0.2370
C16 0.173 -2.979 0.280  0.0766
N3 0.987 -1.927 0.160  -0.4912
H6 3.708 2.054 -3.618  0.2628
H7 2.252 2.128 -5.674  0.2396
H8 -0.026 1.112 -5.554  0.2437
H9 -0.782 0.123 -3.395  0.2301
H10 3.490 -2.881 2.161  0.2631
H11 1.992 -4.896 2.375  0.2389
H12 -0.164 -4.916 1.113  0.2425
H13 -0.768 -2.925 -0.252  0.2297
C17 1.937 4.124 -0.205  -0.8125
S1 0.422 3.331 -0.715  1.2775
C18 -0.749 4.299 0.209  -0.8115
O8 0.434 1.993 0.024  -0.9693
H14 2.000 4.111 0.882  0.2483
H15 1.927 5.145 -0.585  0.2516
H16 2.772 3.576 -0.640  0.2680
H17 -0.749 5.310 -0.197  0.2498
H18 -0.461 4.298 1.259  0.2403
H19 -1.719 3.823 0.075  0.2893

# C2H4N2S2

A structure of composition C2H4N2S2 in a non-equilibrium geometry (ωB97M-V with the def2-TZVPD basis set, OMol25).

LUMO energy (alpha / beta): -0.57 / -0.57 eV
frontier orbital gap (alpha / beta): 7.75 / 7.75 eV

Last column: natural (NBO) charge in e.
Element x y z (Å)
C1 0.007 -1.207 -1.016  0.0288
C2 0.130 -0.634 0.238  -0.5770
N1 -1.073 -1.260 -1.763  -0.5857
N2 -1.414 2.236 -0.322  -1.0272
S1 -2.352 -0.430 -1.192  0.3419
S2 -1.606 0.889 0.360  0.7971
H1 0.859 -1.439 -1.636  0.2023
H2 -0.491 -1.009 0.945  0.2129
H3 1.165 -0.395 0.597  0.2379
H4 -1.165 2.941 0.431  0.3690

Electronic energy / a.u.: -328.3046; -3906.3048; -2805.6481; -984.3631